1.
# C30H53Cl2N4O7P2SeSi2Ti

C30H53Cl2N4O7P2SeSi2Ti as an isolated structure (wB97M-V/def2-TZVPD, the Open Molecules 2025 dataset).

Structure (XYZ):
```
102
C30H53Cl2N4O7P2SeSi2Ti (wB97M-V/def2-TZVPD)
Ti -0.91 2.08 2.40
C -1.59 -0.11 6.80
Si -1.95 0.36 5.01
C -2.02 -1.32 4.18
C -3.57 1.25 5.18
N -0.71 1.30 4.14
C 0.60 1.49 4.62
C 0.99 1.41 5.96
C 2.31 1.63 6.34
C 3.24 1.98 5.39
C 2.86 2.12 4.06
C 1.55 1.88 3.65
N 1.06 2.03 2.34
Si 2.30 2.42 1.13
C 3.55 1.00 1.11
C 3.06 4.10 1.50
C 1.81 2.48 -0.67
H -2.46 -0.71 7.10
H -1.54 0.74 7.49
H -0.71 -0.73 6.94
H -2.88 -1.90 4.52
H -1.12 -1.87 4.47
H -2.03 -1.28 3.09
H -4.19 0.65 5.85
H -4.15 1.45 4.28
H -3.39 2.21 5.67
H 0.26 1.19 6.71
H 2.58 1.55 7.39
H 4.27 2.17 5.67
H 3.61 2.45 3.36
H 4.26 0.96 1.94
H 4.13 1.03 0.18
H 3.00 0.05 1.11
H 3.96 4.08 2.11
H 2.32 4.71 2.02
H 3.30 4.60 0.56
H 1.26 1.58 -0.98
H 2.76 2.51 -1.20
H 1.23 3.36 -0.94
C -4.68 -0.68 1.89
C -4.14 0.33 0.89
O -4.96 0.26 -0.28
P -2.43 -0.05 0.39
O -2.21 0.67 -1.00
O -2.39 -1.60 0.08
O -1.38 0.33 1.39
P -4.23 2.04 1.63
O -4.17 2.95 0.32
O -5.50 2.18 2.36
O -2.92 2.24 2.39
H -4.60 -1.69 1.50
H -5.73 -0.43 2.07
H -4.15 -0.62 2.84
H -4.82 1.08 -0.77
H -1.74 1.53 -0.84
H -1.47 -1.83 -0.20
H -3.26 3.28 0.17
Cl -1.09 3.18 0.11
C -0.75 5.90 2.30
Cl -0.86 4.30 3.40
H -1.69 5.78 1.75
H 0.04 5.57 1.61
C 2.12 1.35 -6.13
C 2.52 0.37 -5.03
C 1.91 0.72 -3.67
C 0.42 0.39 -3.56
N 0.17 -1.04 -3.63
C 0.28 -1.90 -2.58
Se 0.76 -1.45 -0.87
N -0.06 -3.14 -3.04
C 0.00 -4.37 -2.27
C 1.19 -5.24 -2.66
C 2.53 -4.57 -2.41
C 3.70 -5.47 -2.80
C -0.40 -3.06 -4.38
C -0.83 -4.03 -5.27
C -1.12 -3.61 -6.56
C -0.98 -2.28 -6.94
C -0.55 -1.31 -6.04
C -0.26 -1.73 -4.75
H 2.54 1.06 -7.10
H 2.47 2.36 -5.90
H 1.03 1.41 -6.25
H 3.61 0.38 -4.93
H 2.25 -0.65 -5.32
H 2.03 1.78 -3.47
H 2.42 0.19 -2.87
H -0.16 0.86 -4.35
H 0.03 0.74 -2.60
H -0.95 -4.90 -2.43
H 0.06 -4.08 -1.22
H 1.11 -5.53 -3.71
H 1.12 -6.17 -2.08
H 2.61 -4.29 -1.36
H 2.59 -3.63 -2.98
H 3.69 -6.40 -2.23
H 4.66 -4.98 -2.63
H 3.65 -5.73 -3.86
H -0.95 -5.07 -4.98
H -1.47 -4.34 -7.29
H -1.22 -1.99 -7.96
H -0.45 -0.28 -6.34
```

Energy above the lowest of the compared OMol25 structures with the same formula, charge and spin = 23.2 kcal/mol
LUMO level = 0.06659 hartree
HOMO-LUMO gap = 0.2048 Eh
Net charge = -1
Calculated total energy = -200117.826 eV

2.
# C30H54Cl18O16

A 14-piece molecular cluster, C30H54Cl18O16 overall in a non-equilibrium geometry (wB97M-V/def2-TZVPD, the Open Molecules 2025 dataset).

Structure (XYZ):
```
118
C30H54Cl18O16 (wB97M-V/def2-TZVPD)
C 1.71 -3.69 3.35
Cl 1.77 -5.29 2.46
Cl 0.05 -3.36 4.02
Cl 2.11 -2.36 2.24
H 2.41 -3.69 4.18
C -1.76 -10.44 6.09
Cl -1.59 -9.51 7.59
Cl -3.12 -11.56 6.11
Cl -0.20 -11.23 5.85
H -1.86 -9.72 5.28
C 2.88 -10.09 -1.62
Cl 2.27 -10.47 -3.22
Cl 2.99 -8.34 -1.46
Cl 4.56 -10.78 -1.47
H 2.28 -10.45 -0.79
C 0.39 -15.46 4.40
Cl 1.18 -16.64 3.35
Cl -0.50 -14.23 3.49
Cl 1.48 -14.54 5.43
H -0.28 -16.07 5.00
C -6.18 -12.19 2.88
Cl -4.48 -11.70 2.91
Cl -6.40 -13.52 1.71
Cl -7.34 -10.82 2.53
H -6.48 -12.48 3.89
C 0.01 -7.65 -3.73
Cl -1.20 -6.32 -3.98
Cl 1.62 -7.03 -4.02
Cl -0.37 -8.92 -4.93
H -0.02 -8.09 -2.74
C 0.71 -6.73 6.25
O 1.54 -7.54 5.51
C 2.76 -7.77 5.94
O 3.30 -7.25 6.93
O 3.27 -8.72 5.20
C 4.59 -9.17 5.46
H 0.80 -5.76 5.76
H 0.91 -6.61 7.31
H -0.31 -7.08 6.13
H 4.71 -10.15 5.00
H 4.70 -9.32 6.54
H 5.40 -8.51 5.18
C -5.77 -8.30 -0.61
O -4.60 -7.52 -0.71
C -3.53 -7.68 0.04
O -3.39 -8.52 0.93
O -2.72 -6.70 -0.29
C -1.39 -6.69 0.23
H -5.68 -9.32 -0.98
H -6.55 -7.83 -1.21
H -6.18 -8.28 0.40
H -1.10 -5.69 0.55
H -0.59 -6.81 -0.51
H -1.23 -7.41 1.03
C -5.17 -7.99 4.24
O -4.42 -6.93 3.84
C -3.19 -6.70 4.38
O -2.64 -7.33 5.23
O -2.60 -5.58 3.88
C -3.27 -4.63 3.06
H -5.57 -7.78 5.23
H -4.56 -8.89 4.25
H -5.94 -8.20 3.50
H -4.25 -4.32 3.43
H -3.35 -4.97 2.03
H -2.68 -3.72 3.19
C 4.30 -8.68 1.89
O 3.33 -9.69 1.89
C 3.60 -10.96 2.04
O 4.72 -11.37 2.22
O 2.48 -11.72 1.95
C 2.61 -13.05 2.30
H 4.95 -8.79 1.02
H 4.90 -8.64 2.79
H 3.95 -7.66 1.73
H 3.40 -13.50 1.70
H 1.68 -13.52 1.97
H 2.88 -13.16 3.35
C 5.93 -4.36 4.73
C 5.58 -5.38 3.72
O 5.32 -6.53 4.09
C 5.51 -4.94 2.29
H 5.11 -3.68 4.97
H 6.84 -3.83 4.45
H 6.11 -4.93 5.64
H 6.50 -4.73 1.90
H 4.68 -4.29 2.01
H 5.22 -5.80 1.69
C 0.47 -8.72 3.13
C 0.01 -9.58 1.91
O 0.48 -9.32 0.81
C -0.96 -10.68 2.13
H 1.24 -8.01 2.83
H 0.94 -9.32 3.90
H -0.43 -8.19 3.46
H -0.42 -11.44 2.69
H -1.26 -11.22 1.24
H -1.83 -10.38 2.72
C -1.91 -11.33 -1.74
C -3.30 -11.75 -2.28
O -3.67 -11.60 -3.45
C -4.25 -12.37 -1.27
H -1.31 -10.68 -2.36
H -1.26 -12.16 -1.46
H -2.06 -10.74 -0.84
H -4.17 -11.83 -0.32
H -3.96 -13.40 -1.08
H -5.27 -12.36 -1.63
C 0.35 -15.06 -0.39
C 1.23 -14.28 -1.40
O 2.24 -13.68 -1.07
C 0.79 -14.29 -2.87
H -0.29 -15.78 -0.89
H -0.26 -14.43 0.26
H 0.97 -15.66 0.29
H -0.25 -14.57 -3.07
H 1.39 -15.06 -3.35
H 0.91 -13.34 -3.40
```

LUMO level = 0.00334 hartree
HOMO-LUMO gap = 0.3489 Eh
Net charge = 0
Calculated total energy = -290147.447 eV